No. 1
Computed, not measured: a structure of composition C22H27N6O2PdS2, with wB97M-V/def2-TZVPD.

LUMO energy	2.51	eV
HOMO-LUMO gap	6.0	eV
net charge	-1

XYZ file:
```
60
C22H27N6O2PdS2, DFT wB97M-V/def2-TZVPD
Pd -0.18 -1.31 -0.04
S -2.08 -2.30 -0.75
S -4.90 -1.78 -0.02
O 0.27 0.47 -1.68
O 0.74 -3.03 0.42
N -1.67 0.39 0.21
N 1.81 0.43 1.72
N 3.66 -0.48 1.26
N -3.00 -0.02 0.42
N 3.06 0.46 2.01
N 1.58 -0.53 0.80
C 0.27 -4.25 -0.06
C 4.96 -1.30 3.87
C 5.07 -0.78 1.40
C 2.20 3.44 -0.99
C 0.60 1.57 -1.16
C -4.19 1.37 -4.20
C -1.45 1.65 0.31
C 0.28 3.42 0.43
C -3.21 -1.19 -0.05
C -2.48 2.61 0.85
C -4.23 2.13 -3.05
C -4.76 1.60 -1.88
C -4.68 0.07 -4.18
C 1.79 2.27 -1.57
C -5.77 -0.28 -0.56
C -5.24 0.30 -1.84
C 4.70 -3.15 2.19
C 2.73 -1.09 0.52
C -0.16 2.21 -0.11
C 1.45 4.04 0.03
C 5.36 -1.81 2.49
C -5.19 -0.47 -3.01
H -6.81 -0.60 -0.67
H -2.58 3.47 0.19
H 3.88 -1.16 3.94
H -4.76 2.19 -0.97
H 3.61 -3.07 2.13
H 3.11 3.91 -1.33
H -3.44 2.11 0.98
H 5.57 0.16 1.60
H -4.63 -0.55 -5.07
H 0.98 -5.04 0.21
H 2.87 -1.92 -0.14
H 4.92 -3.87 2.98
H 5.41 -1.15 0.43
H -3.83 3.14 -3.04
H -0.30 3.88 1.22
H -0.71 -4.53 0.38
H -5.52 -1.50 -2.98
H 6.45 -1.95 2.47
H 5.26 -2.01 4.64
H 2.36 1.81 -2.37
H -3.76 1.77 -5.11
H 0.14 -4.28 -1.15
H 1.77 4.96 0.50
H -5.71 0.45 0.24
H 5.05 -3.57 1.24
H -2.15 2.99 1.82
H 5.44 -0.34 4.09
```


No. 2
Computed, not measured: a structure of composition C22H27NO3P2Y, with wB97M-V/def2-TZVPD.

LUMO energy (spin up / spin down)	-4.33 / -4.32	eV
HOMO-LUMO gap (spin up / spin down)	6.9 / 6.9	eV
net charge	+1
energy above the lowest of the compared OMol25 structures with the same formula, charge and spin	51.4	kcal/mol

XYZ file:
```
56
C22H27NO3P2Y, DFT wB97M-V/def2-TZVPD
Y 0.30 0.16 1.07
P -2.32 1.15 0.52
P 0.19 -2.58 0.57
O 0.04 0.41 3.17
O 3.60 -0.92 2.01
O -1.67 -0.76 4.10
N 0.37 0.26 -1.32
C 0.92 3.63 -2.75
C -0.35 4.17 -2.67
C 2.72 -2.49 -2.08
C 0.05 1.49 -1.86
C -2.74 2.86 1.00
C 3.86 -1.75 -2.43
C -1.26 2.05 -1.84
C -0.32 0.61 5.54
C -0.71 0.03 4.20
C -3.78 0.17 0.97
C 1.48 -3.77 1.08
C 2.54 -0.60 1.67
C 3.77 -0.39 -2.63
C -1.43 3.36 -2.28
C 1.52 -1.87 -1.74
C 0.34 -2.71 -1.28
C -1.38 -3.44 0.93
C -2.43 1.26 -1.34
C 1.13 2.26 -2.41
C 2.38 1.65 -2.57
C 1.45 -0.45 -1.81
C 2.55 0.28 -2.36
H -3.36 1.78 -1.58
H -0.61 -2.43 -1.76
H -4.70 0.75 0.87
H -2.43 3.78 -2.24
H -1.99 3.56 0.62
H -2.16 -3.10 0.24
H 2.47 -3.43 0.75
H 1.81 4.22 -3.03
H -3.67 -0.19 2.01
H 3.23 2.25 -2.92
H -0.52 5.22 -2.88
H -1.25 -4.52 0.85
H 1.91 1.21 0.74
H 0.52 -3.78 -1.49
H -3.72 3.19 0.64
H 1.27 -4.76 0.65
H -1.69 -3.17 1.95
H 1.51 -3.83 2.17
H 0.72 0.42 5.84
H -0.45 1.70 5.59
H 4.62 0.24 -2.92
H -3.82 -0.71 0.31
H 2.80 -3.57 -2.02
H -0.97 0.17 6.32
H 4.81 -2.25 -2.57
H -2.71 2.94 2.09
H -2.49 0.24 -1.74
```


| no. | M (g/mol) |
| --- | --- |
| 1 | 578.05 |
| 2 | 504.32 |